Here is a cluster of 2 separate species, C6H15N3S in total from the OMol25 dataset. Energies are from ωB97M-V/def2-TZVPD.

- Energy above the lowest of the compared OMol25 structures with the same formula, charge and spin: 40.6 kcal per mole
- LUMO energy: 0.8 eV

Last column: Löwdin charge in e.
Geometry (Å):
C: 1.2657 0.6829 -0.7035  -0.1577
C: 1.8284 -0.1531 -1.7771  -0.1388
C: 0.4577 0.4836 -1.9054  -0.4270
C: -1.3497 0.8294 2.7543  -0.0251
C: 1.0553 -0.0844 2.9830  -0.0475
C: -0.2937 -0.2314 2.2795  -0.5226
N: -2.2026 0.0111 -1.5309  -0.3564
N: -0.7245 -1.2540 -3.4419  -0.2407
N: -0.4762 -1.0462 1.3853  0.0899
S: -0.8899 -0.7476 -1.8012  0.8221
H: 1.0861 0.1213 0.2023  0.0631
H: 1.4670 1.6544 -0.4484  0.0855
H: 2.5648 0.1375 -2.5348  0.1091
H: 1.7171 -1.1946 -1.7658  0.0714
H: 0.1950 1.1859 -2.6695  0.1076
H: -1.6480 0.8663 3.7758  0.0587
H: -0.7658 1.7527 2.7915  0.0681
H: -2.1214 0.8113 2.0087  0.0640
H: 1.0046 0.1056 4.0771  0.0913
H: 1.2146 0.8215 2.4064  0.0609
H: 1.8617 -0.7372 2.6882  0.0711
H: 0.1541 -1.6248 -3.8128  0.0425
H: -2.4571 0.6604 -2.2233  -0.0470
H: -1.4817 -1.9952 -3.5863  0.0655
H: -1.4615 -1.0554 0.8492  0.0919

Cartesian forces (eV/Å) of the 6 atoms listed first:
-0.4026 -1.6893 1.0750
0.3716 1.5391 -2.3987
-1.1777 -2.1800 -0.5150
2.4309 -0.2029 -1.0076
-0.9678 0.8330 -0.6194
-1.2502 1.2001 3.9166